Molecular formula: C3H12NO
Method: DFT, the ωB97M-V functional and the def2-TZVPD basis

Output
Kohn-Sham gap in Eh: 0.4378
Energy relative to the best compared isomer or geometry (same formula, charge and spin) in kcal per mole: 19.9
Highest occupied orbital energy in Ha: -0.55582

Structure (ORCA input):
```
! RIJCOSX wB97M-V def2-TZVPD def2/J DEFGRID3
* xyz 1 1
H 0.34 -0.14 -0.62
H 0.35 0.80 2.16
H -0.83 2.40 -1.77
H 1.21 -1.61 -0.59
O -0.99 0.40 -1.52
C 0.52 -0.26 2.38
H 0.29 -2.16 1.41
C -0.79 1.54 -2.41
H -1.92 0.31 -1.30
H 0.14 1.43 -2.95
H 1.58 -0.37 2.58
H -1.61 1.58 -3.11
N 0.89 -0.82 -0.03
H 1.78 -0.42 0.26
C 0.07 -1.12 1.21
H -1.00 -1.00 1.04
H -0.04 -0.56 3.26
*
```


Molecular formula: C3H12NO
Method: DFT, the ωB97M-V functional and the def2-TZVPD basis

Output
Kohn-Sham gap (alpha / beta) in Eh: 0.4439 / 0.1968
Energy relative to the best compared isomer or geometry (same formula, charge and spin) in kcal per mole: 23.5
Highest occupied orbital energy (alpha / beta) in Ha: -0.74634 / -0.74621

Structure (ORCA input):
```
! RIJCOSX wB97M-V def2-TZVPD def2/J DEFGRID3
* xyz 2 2
H -0.30 0.19 2.66
H 0.18 -2.68 -1.47
H -0.93 0.38 -0.45
H -0.42 0.16 -2.08
O -0.15 0.70 1.83
H 1.59 -0.43 -0.14
H 1.94 -2.35 -1.54
H 1.04 -1.38 -2.52
C 0.71 -0.85 -0.53
H -0.86 2.35 0.88
C -1.02 1.76 1.81
H -2.11 1.38 1.90
H 0.17 -1.15 0.40
N -0.15 0.31 -1.08
H -0.92 2.33 2.79
H 0.30 1.21 -0.92
C 0.94 -1.91 -1.54
*
```


Molecular formula: C3H12NO2
Method: DFT, the ωB97M-V functional and the def2-TZVPD basis

Output
Kohn-Sham gap in Eh: 0.3698
Energy relative to the best compared isomer or geometry (same formula, charge and spin) in kcal per mole: 67.2
Highest occupied orbital energy in Ha: -0.56365

Structure (ORCA input):
```
! RIJCOSX wB97M-V def2-TZVPD def2/J DEFGRID3
* xyz 1 1
H -2.14 1.61 -1.76
H -2.54 0.08 -1.46
H 3.32 0.47 -0.05
C 0.10 -1.38 -0.94
N 0.16 -0.30 -0.14
C -1.64 0.66 -1.58
H 3.78 0.19 1.29
H -1.21 0.37 -2.50
O -0.73 -0.54 2.51
H 1.05 -1.96 -1.12
C -0.62 0.91 -0.47
H -0.99 -1.81 -1.02
H 0.17 1.70 -0.60
H -1.51 0.03 2.84
O 3.11 -0.06 0.73
H -1.18 0.96 0.55
H 1.02 -0.31 0.48
H -0.15 -0.63 3.23
*
```


Molecular formula: C3H12NO2
Method: DFT, the ωB97M-V functional and the def2-TZVPD basis

Output
Kohn-Sham gap in Eh: 0.3862
Energy relative to the best compared isomer or geometry (same formula, charge and spin) in kcal per mole: 37.4
Highest occupied orbital energy in Ha: -0.56101

Structure (ORCA input):
```
! RIJCOSX wB97M-V def2-TZVPD def2/J DEFGRID3
* xyz 1 1
H 1.64 1.75 0.07
O -1.63 1.19 1.40
H 1.35 -2.33 1.06
H -1.47 2.02 0.95
H -2.07 0.01 -2.70
H -0.56 -0.07 1.04
H 2.71 0.95 -1.03
C 2.06 0.78 -0.16
H 0.10 0.38 -1.28
C 0.38 -1.82 0.99
H 2.66 0.36 0.64
H -2.93 -0.50 -1.59
H -1.95 1.44 2.29
N 0.20 -0.64 0.56
C 0.88 -0.09 -0.66
O -2.04 -0.19 -1.76
H 1.18 -0.97 -1.23
H -0.51 -2.28 1.44
*
```


Molecular formula: C3H12NO2
Method: DFT, the ωB97M-V functional and the def2-TZVPD basis

Output
Kohn-Sham gap in Eh: 0.4010
Energy relative to the best compared isomer or geometry (same formula, charge and spin) in kcal per mole: 29.4
Highest occupied orbital energy in Ha: -0.52276

Structure (ORCA input):
```
! RIJCOSX wB97M-V def2-TZVPD def2/J DEFGRID3
* xyz 1 1
O -0.21 -3.62 1.09
H -0.52 -4.54 1.08
H 0.00 -3.49 2.02
H -1.12 -2.23 -0.34
H -1.87 2.04 -0.67
H -1.35 0.51 -1.00
H -1.06 -1.86 -1.81
H 2.09 2.50 -0.89
N -1.48 1.20 -0.25
H 3.04 1.17 -0.38
H -0.30 2.42 1.03
C 0.93 0.98 0.01
C 2.19 1.79 -0.07
O -1.27 -1.48 -0.95
C -0.21 1.51 0.46
H 0.91 0.05 -0.55
H 2.47 2.24 0.88
H -2.23 0.81 0.34
*
```


Molecular formula: C3H12NO2
Method: DFT, the ωB97M-V functional and the def2-TZVPD basis

Output
Kohn-Sham gap in Eh: 0.4244
Energy relative to the best compared isomer or geometry (same formula, charge and spin) in kcal per mole: 22.0
Highest occupied orbital energy in Ha: -0.54579

Structure (ORCA input):
```
! RIJCOSX wB97M-V def2-TZVPD def2/J DEFGRID3
* xyz 1 1
H 1.07 -0.27 3.03
N -0.22 1.60 0.09
H 0.56 1.07 0.50
H -1.93 -0.82 -1.39
H 1.90 -0.18 -1.34
H -0.48 2.35 0.71
H 0.71 -0.93 1.63
H -1.47 -1.45 0.10
C -1.16 -0.70 -0.62
H -1.85 0.58 0.98
O 1.25 -0.39 -0.66
C -1.41 0.68 -0.01
H 0.31 -2.17 -1.10
H 0.20 -0.90 -2.31
O 0.99 -0.13 2.08
H 0.00 1.89 -0.85
C 0.14 -1.11 -1.26
H -2.24 1.20 -0.48
*
```


Molecular formula: C3H12NO2
Method: DFT, the ωB97M-V functional and the def2-TZVPD basis

Output
Kohn-Sham gap in Eh: 0.4062
Energy relative to the best compared isomer or geometry (same formula, charge and spin) in kcal per mole: 22.6
Highest occupied orbital energy in Ha: -0.57062

Structure (ORCA input):
```
! RIJCOSX wB97M-V def2-TZVPD def2/J DEFGRID3
* xyz 1 1
C 1.03 -1.79 0.71
H -2.32 -1.29 -1.30
H 1.80 -2.40 1.18
H -1.44 1.19 1.44
H -2.05 0.01 -2.04
H 0.24 -1.67 1.46
H 1.68 2.08 -0.52
H 0.63 -2.44 -0.07
H -2.49 2.23 1.36
C 1.59 -0.46 0.28
O -2.11 1.53 0.83
H -0.12 2.21 -0.97
H -0.39 -0.01 -0.63
H 2.38 -0.59 -0.46
C 0.69 1.62 -0.59
N 0.55 0.39 -0.32
H 1.95 0.06 1.16
O -1.61 -0.67 -1.51
*
```


Question: energy relative to the best compared isomer or geometry (same formula, charge and spin) of number 3 (C3H12NO2)?
Answer: 67.2 kcal per mole